The following is a quantum chemistry calculation of 3 unconnected molecules or ions with the total composition C18H12Br3FO5, from OMol25.

Results
SMILES = O=C1c2ccccc2C(=O)c2ccccc21.O=C1OC[C@@H](F)O1.BrC(Br)Br
E_HOMO = -0.3567 Ha
total energy = -241940.4209 eV
LUMO level = -1.13 eV
gap between HOMO and LUMO = 8.58 eV
multiplicity = 1
M = 567.0 g/mol
relative energy (zero: lowest compared OMol25 entry of this formula, charge and spin) = 56.7 kcal/mol

CARTESIAN COORDINATES (ANGSTROEM)
O1 23.120 20.778 25.355
C1 22.767 21.825 25.978
C2 21.594 22.689 25.425
C3 20.758 22.105 24.481
C4 19.794 22.922 23.915
C5 19.419 24.146 24.396
C6 20.219 24.684 25.371
C7 21.342 24.050 25.902
C8 22.153 24.637 27.153
O2 21.916 25.694 27.688
C9 23.227 23.697 27.743
C10 23.923 24.112 28.801
C11 24.942 23.397 29.439
C12 25.264 22.166 28.872
C13 24.652 21.702 27.705
C14 23.532 22.384 27.153
H1 21.046 21.103 24.199
H2 19.103 22.469 23.220
H3 18.450 24.597 24.243
H4 19.834 25.681 25.527
H5 23.680 24.995 29.373
H6 25.577 23.759 30.235
H7 25.992 21.575 29.409
H8 25.078 20.805 27.279
O3 28.671 17.576 23.343
C15 27.922 17.588 22.364
O4 27.565 18.621 21.604
C16 26.987 18.129 20.380
C17 26.529 16.715 20.818
F1 26.831 15.690 20.065
O5 27.347 16.500 21.840
H9 26.081 18.603 20.001
H10 27.740 18.202 19.596
H11 25.475 16.731 21.094
Br1 30.536 11.247 13.863
C18 30.128 12.901 14.870
Br2 30.736 14.621 13.852
Br3 31.107 12.869 16.634
H12 29.052 12.952 15.041



The following is a quantum chemistry calculation of a molecular structure, C8H18FKNO3S, from OMol25.

Results
E_HOMO = -0.4637 Ha
total energy = -46091.6841 eV
LUMO level = -3.84 eV
gap between HOMO and LUMO = 8.78 eV
multiplicity = 1
charge = +1
M = 266.4 g/mol
relative energy (zero: lowest compared OMol25 entry of this formula, charge and spin) = 0.0 kcal/mol

CARTESIAN COORDINATES (ANGSTROEM)
C1 2.094 -2.883 0.233
O1 3.266 -2.067 0.338
C2 3.020 -0.675 0.468
C3 2.632 0.003 -0.837
C4 2.226 1.467 -0.655
C5 0.846 1.751 -0.012
C6 -0.158 0.600 0.044
C7 -1.538 1.065 0.529
C8 -2.671 0.356 -0.196
N1 -3.939 0.659 0.489
S1 -5.309 0.127 -0.254
O2 -4.975 -0.774 -1.300
O3 -6.251 1.169 -0.400
F1 -5.857 -0.744 0.943
H1 1.690 -2.868 -0.779
H2 2.403 -3.892 0.489
H3 1.338 -2.536 0.939
H4 2.289 -0.501 1.261
H5 3.961 -0.269 0.794
H6 3.501 -0.037 -1.508
H7 1.851 -0.570 -1.337
H8 3.008 1.960 -0.067
H9 2.261 1.944 -1.635
H10 0.986 2.157 0.993
H11 0.374 2.552 -0.584
H12 -0.263 0.145 -0.947
H13 0.204 -0.194 0.703
H14 -1.647 0.892 1.604
H15 -1.639 2.142 0.386
H16 -2.770 0.727 -1.216
H17 -2.489 -0.721 -0.270
H18 -3.940 0.291 1.435
K1 5.496 -1.272 0.348



- Which formula does entry 1 have?
  C18H12Br3FO5



- Look up the gap between HOMO and LUMO of the first one.
  8.58 eV



- The highest relative energy (zero: lowest compared OMol25 entry of this formula, charge and spin) belongs to which entry?
  C18H12Br3FO5